# 1
Formula: C3H9NO2
Source: the OMol25 dataset
Level of theory: ωB97M-V with the def2-TZVPD basis set

Calculated values
Orbital gap (alpha / beta) ... 0.308 / 0.309 Ha
E_HOMO (alpha / beta) ... -9.33 / -9.33 eV
ΔE to the lowest compared entry with this formula, charge and spin ... 123.9 kcal per mole
Multiplicity ... 1
Maximum force ... 0.0617 Eh/bohr

Geometry (Å):
1 C -0.42144 1.02541 -0.10752
2 C 0.71846 -2.58963 0.10813
3 C 0.35439 2.28851 0.29068
4 N 0.17665 -1.29061 -0.20860
5 O -0.59737 0.13793 0.85124
6 O -1.57454 1.35630 -0.87192
7 H -2.34048 1.16094 -0.31750
8 H 0.27270 0.41003 -0.83638
9 H -0.75043 -1.43150 -0.61870
10 H 0.09001 -3.11369 0.84076
11 H 0.74348 -3.22439 -0.79054
12 H 1.73011 -2.48800 0.49767
13 H -0.24658 2.86291 0.99856
14 H 1.29673 2.00420 0.75771
15 H 0.54831 2.89160 -0.59358

# 2
Formula: C3H9NO2
Source: the OMol25 dataset
Level of theory: ωB97M-V with the def2-TZVPD basis set

Calculated values
Orbital gap ... 0.368 Ha
E_HOMO ... -8.98 eV
ΔE to the lowest compared entry with this formula, charge and spin ... 35.8 kcal per mole
Multiplicity ... 1
Maximum force ... 0.0132 Eh/bohr

Geometry (Å):
1 C 1.32174 1.66691 -0.25947
2 C 0.76310 0.82043 0.88324
3 N 0.40899 1.59790 2.03889
4 C -0.39709 0.01042 0.34407
5 O -0.34150 -1.16224 0.09553
6 H 2.01431 2.41755 0.12869
7 H 0.58011 2.18864 -0.87017
8 H 1.89050 1.04103 -0.95010
9 H 1.56894 0.14132 1.16063
10 H 0.32961 1.07783 2.89130
11 H -0.29459 2.30457 1.92159
12 H -1.32813 0.56517 0.14775
13 O -2.08763 -3.85443 -2.46927
14 H -2.02215 -4.36817 -3.27668
15 H -2.40623 -4.44690 -1.78600

# 3
Formula: C3H9NO2
Source: the OMol25 dataset
Level of theory: ωB97M-V with the def2-TZVPD basis set

Calculated values
Orbital gap ... 0.394 Ha
E_HOMO ... -9.97 eV
ΔE to the lowest compared entry with this formula, charge and spin ... 27.8 kcal per mole
Multiplicity ... 1
Maximum force ... 0.0377 Eh/bohr

Geometry (Å):
1 C 0.85866 -0.74572 -0.18995
2 C 0.77200 -0.75999 1.30879
3 N 1.36856 -1.69436 2.08651
4 O 0.23006 0.20112 1.83345
5 H 1.27083 0.22066 -0.47209
6 H -0.07169 -0.99579 -0.68823
7 H 1.61089 -1.38632 -0.67563
8 H 1.59493 -1.36413 3.00288
9 H 1.87903 -2.47731 1.71373
10 C -1.29276 1.69637 -1.31440
11 O -2.47436 1.15889 -1.88022
12 H -1.26612 2.78786 -1.35963
13 H -1.14379 1.41771 -0.26828
14 H -0.42754 1.30201 -1.85456
15 H -2.90870 0.63900 -1.24236

# 4
Formula: C3H9NO2
Source: the OMol25 dataset
Level of theory: ωB97M-V with the def2-TZVPD basis set

Calculated values
Orbital gap ... 0.369 Ha
E_HOMO ... -9.27 eV
ΔE to the lowest compared entry with this formula, charge and spin ... 34.8 kcal per mole
Multiplicity ... 1
Maximum force ... 0.0260 Eh/bohr

Geometry (Å):
1 C 0.48786 -0.25778 1.95095
2 N 1.05528 0.68725 1.00494
3 C 0.80168 0.71480 -0.36761
4 C 0.95293 -0.54564 -1.23060
5 O 0.82504 1.78198 -0.93873
6 H 1.12121 -0.29529 2.83312
7 H -0.53530 0.02370 2.19678
8 H 0.49739 -1.21675 1.42066
9 H 1.86811 1.27591 1.11152
10 H 1.73536 -0.22516 -1.92772
11 H 0.10917 -0.68843 -1.89732
12 H 1.29325 -1.44515 -0.72600
13 O -3.31166 -0.09886 -0.80025
14 H -4.17678 0.20198 -1.09967
15 H -2.72356 0.08744 -1.53008

# 5
Formula: C3H9NO2
Source: the OMol25 dataset
Level of theory: ωB97M-V with the def2-TZVPD basis set

Calculated values
Orbital gap ... 0.380 Ha
E_HOMO ... -9.54 eV
ΔE to the lowest compared entry with this formula, charge and spin ... 56.0 kcal per mole
Multiplicity ... 1
Maximum force ... 0.1721 Eh/bohr

Geometry (Å):
1 C -1.92388 1.67605 1.34201
2 C -0.85159 0.80820 1.14096
3 O -0.95754 -0.42512 1.42876
4 O 0.27174 1.14548 0.48191
5 H -2.41858 1.83621 0.38443
6 H -1.58837 2.66309 1.70444
7 H -2.54903 1.38326 2.16228
8 H 0.75764 0.34294 -0.22707
9 C 1.20482 -1.28014 -1.76211
10 N 1.65426 -1.35970 -0.40004
11 H 1.17911 -2.15885 -2.37132
12 H 1.68709 -0.49977 -2.47464
13 H 0.23228 -0.79627 -1.61400
14 H 0.94586 -1.34679 0.31034
15 H 2.35617 -1.98857 -0.10596

# 6
Formula: C3H9NO2
Source: the OMol25 dataset
Level of theory: ωB97M-V with the def2-TZVPD basis set

Calculated values
Orbital gap (alpha / beta) ... 0.350 / 0.157 Ha
E_HOMO (alpha / beta) ... -13.67 / -13.67 eV
ΔE to the lowest compared entry with this formula, charge and spin ... 39.0 kcal per mole
Multiplicity ... 2
Total charge ... +1
Maximum force ... 0.0408 Eh/bohr

Geometry (Å):
1 C 1.74250 -0.36679 -0.88540
2 C 0.82323 -0.90271 0.23896
3 C -0.46670 -0.07923 0.13919
4 O -1.37808 -0.34957 -0.58302
5 N 2.42220 0.83640 -0.51336
6 H 2.46691 -1.11457 -1.22475
7 H 1.07733 -0.09471 -1.73273
8 H 0.56754 -1.93827 0.02101
9 H 1.19417 -0.75722 1.25295
10 H -0.50796 0.86818 0.72661
11 H 2.90127 1.41772 -1.20960
12 H 1.88016 1.42709 0.13164
13 H -3.48887 0.21700 1.02007
14 H -4.89235 0.18219 1.62378
15 O -4.34136 0.65447 0.99465

# 7
Formula: C3H9NO2
Source: the OMol25 dataset
Level of theory: ωB97M-V with the def2-TZVPD basis set

Calculated values
Orbital gap (alpha / beta) ... 0.370 / 0.168 Ha
E_HOMO (alpha / beta) ... -14.11 / -14.10 eV
ΔE to the lowest compared entry with this formula, charge and spin ... 21.2 kcal per mole
Multiplicity ... 2
Total charge ... +1
Maximum force ... 0.0588 Eh/bohr

Geometry (Å):
1 C -1.20759 2.66321 0.05532
2 C -1.05432 1.21201 -0.20148
3 O -0.07532 0.90581 -1.10403
4 O -1.62235 0.30394 0.34009
5 H -0.90623 2.94959 1.07081
6 H -2.27294 2.88505 0.10843
7 H -0.79306 3.27740 -0.73908
8 C 1.19214 -1.64753 0.59363
9 N 0.80914 -2.47387 -0.51015
10 H 1.58824 -2.80249 -1.08354
11 H 0.07313 -3.15055 -0.28266
12 H 0.25528 0.01733 -0.90983
13 H 0.41750 -0.96710 0.98548
14 H 2.00790 -1.03705 0.18448
15 H 1.58847 -2.13574 1.49251

# 8
Formula: C3H9NO2
Source: the OMol25 dataset
Level of theory: ωB97M-V with the def2-TZVPD basis set

Calculated values
Orbital gap (alpha / beta) ... 0.351 / 0.185 Ha
E_HOMO (alpha / beta) ... -14.19 / -14.17 eV
ΔE to the lowest compared entry with this formula, charge and spin ... 28.7 kcal per mole
Multiplicity ... 2
Total charge ... +1
Maximum force ... 0.0404 Eh/bohr

Geometry (Å):
1 C -1.01900 0.04306 0.57375
2 N 0.37842 0.31996 0.70410
3 C 1.21862 0.18932 -0.44869
4 C 0.99034 0.03506 1.98676
5 O -1.40267 -0.40482 -0.47155
6 H -1.72483 0.33511 1.35027
7 H 1.44740 -0.86867 -0.59902
8 H 2.10297 0.82049 -0.35188
9 H 0.65169 0.42920 -1.35171
10 H 0.26777 -0.33941 2.70959
11 H 1.39262 0.97222 2.38986
12 H 1.80365 -0.68507 1.87626
13 H -1.75400 -0.90275 -2.37796
14 H -2.12018 0.49878 -2.91928
15 O -2.23279 -0.44249 -3.07050

# 9
Formula: C3H9NO2
Source: the OMol25 dataset
Level of theory: ωB97M-V with the def2-TZVPD basis set

Calculated values
Orbital gap (alpha / beta) ... 0.370 / 0.162 Ha
E_HOMO (alpha / beta) ... -14.52 / -14.25 eV
ΔE to the lowest compared entry with this formula, charge and spin ... 45.6 kcal per mole
Multiplicity ... 2
Total charge ... +1
Maximum force ... 0.1125 Eh/bohr

Geometry (Å):
1 C -1.26413 -2.57358 -0.73999
2 O -0.55884 -1.32061 -0.94765
3 H 0.30908 -1.35647 -0.53180
4 H -1.00731 -2.95574 0.22246
5 H -2.32521 -2.35553 -0.62256
6 H -1.01389 -3.27786 -1.49884
7 C 0.31656 1.34765 -0.52309
8 C 0.97176 1.03454 0.77735
9 O 1.63469 0.05290 0.97735
10 N 0.81025 2.05573 1.71006
11 H -0.67626 1.54565 -0.32345
12 H 0.40907 0.48427 -1.22718
13 H 1.33748 2.12415 2.62459
14 H 0.51514 2.99696 1.32435
15 H 0.54161 2.19795 -1.22160

# 10
Formula: C3H9NO2S
Source: the OMol25 dataset
Level of theory: ωB97M-V with the def2-TZVPD basis set

Calculated values
Orbital gap ... 0.214 Ha
E_HOMO ... 0.33 eV
ΔE to the lowest compared entry with this formula, charge and spin ... 28.9 kcal per mole
Multiplicity ... 1
Total charge ... -2
Maximum force ... 0.0597 Eh/bohr

Geometry (Å):
1 C 0.65401 0.62938 -0.78552
2 C 1.12216 0.84184 -2.26651
3 S 2.97806 1.06799 -2.02423
4 N -0.72386 0.12674 -0.55212
5 C -1.25023 0.13897 0.85959
6 O -1.99981 -0.87008 1.38122
7 H 1.43418 -0.12956 -0.45286
8 H 0.65747 1.53377 -0.16682
9 H 0.85176 1.81960 -2.63880
10 H 1.05299 0.02353 -2.96187
11 H -0.95266 -0.69644 -1.13562
12 H -1.81447 1.05184 0.91811
13 H -0.21859 0.21193 1.47718
14 H -1.23598 -1.46655 2.64398
15 H -0.07590 -2.42780 2.53940
16 O -0.47912 -1.85518 3.16487

# 11
Formula: C3H9NO2S
Source: the OMol25 dataset
Level of theory: ωB97M-V with the def2-TZVPD basis set

Calculated values
Orbital gap ... 0.214 Ha
E_HOMO ... 0.21 eV
ΔE to the lowest compared entry with this formula, charge and spin ... 19.6 kcal per mole
Multiplicity ... 1
Total charge ... -2
Maximum force ... 0.0638 Eh/bohr

Geometry (Å):
1 C 1.56671 -0.25689 0.33687
2 C 2.46180 0.96962 -0.10914
3 S 3.88474 1.40456 1.04300
4 N 0.51226 -0.46535 -0.61578
5 C -0.92414 -0.52466 0.07064
6 O -1.89356 -0.31523 -0.86461
7 H 2.25861 -1.23566 0.34516
8 H 1.23378 -0.01948 1.33443
9 H 1.88477 1.86992 -0.12186
10 H 2.93542 0.74443 -1.08042
11 H 0.47936 0.23284 -1.32045
12 H -0.88366 0.08098 0.98882
13 H -1.03559 -1.50994 0.50184
14 H -3.47669 -0.65914 -0.19071
15 H -4.51467 0.28685 -0.29508
16 O -4.48913 -0.60284 -0.02271

# 12
Formula: C3H9NO2S
Source: the OMol25 dataset
Level of theory: ωB97M-V with the def2-TZVPD basis set

Calculated values
Orbital gap ... 0.354 Ha
E_HOMO ... -8.96 eV
ΔE to the lowest compared entry with this formula, charge and spin ... 24.2 kcal per mole
Multiplicity ... 1
Maximum force ... 0.0400 Eh/bohr

Geometry (Å):
1 N -0.07667 -2.65742 -1.31398
2 C -0.50165 -1.43944 -0.74313
3 O -0.67866 -0.46020 -1.41335
4 C -0.50161 -1.44558 0.80152
5 C 0.21401 -0.14663 1.26199
6 S -0.75719 1.35279 1.17709
7 H 0.25157 -3.35033 -0.67188
8 H 0.42611 -2.42250 -2.15717
9 H 0.02831 -2.36190 1.07714
10 H -1.54434 -1.56284 1.10002
11 H 0.59961 -0.29034 2.27036
12 H 1.10790 -0.07483 0.62622
13 H -0.48949 1.72345 -0.04055
14 O 2.25572 2.57873 -1.01822
15 H 1.70550 3.34876 -0.83424
16 H 2.59211 2.20768 -0.19193

| no. | electronic energy (a.u.) |
| --- | --- |
| 1 | -324.77522 |
| 2 | -324.91561 |
| 3 | -324.92837 |
| 4 | -324.91719 |
| 5 | -324.88331 |
| 6 | -324.56333 |
| 7 | -324.59184 |
| 8 | -324.57976 |
| 9 | -324.55287 |
| 10 | -723.03599 |
| 11 | -723.05080 |
| 12 | -723.12977 |